Entry 1:
Entry from OMol25: a gas-phase ion, C4H9N2 (charge +1) at a distorted geometry (the ωB97M-V functional and the def2-TZVPD basis).

Atoms and positions in Å:
C (-0.6820, -0.9694, 0.4797)
C (-1.6707, -0.1419, -0.3229)
C (0.1426, 1.4625, 0.4955)
C (0.3487, 0.0321, 0.0233)
N (-0.5960, 0.6796, -0.8468)
N (1.7388, -0.4068, -0.4085)
H (-0.7262, -1.2012, 1.4582)
H (-0.5958, -1.8949, 0.0592)
H (-2.1806, -0.4596, -1.2002)
H (-2.3315, 0.5475, 0.4399)
H (-0.4546, 1.6143, 1.2734)
H (0.8665, 2.2719, 0.2049)
H (2.4815, -0.1354, 0.1642)
H (1.8353, 0.0378, -1.4030)
H (1.8240, -1.4367, -0.4171)

Forces on atoms 1 to 6 (eV/Å):
C 0.4901 1.0801 -1.9991
C -0.4786 2.8859 2.2751
C 7.3518 3.4202 2.6081
C -0.9366 0.5857 0.0309
N -2.1452 -3.4355 -5.6037
N -2.1959 0.3977 -3.2142

Output
* 2S+1: 3
* ΔE to the lowest compared entry with this formula, charge and spin: 5.057 eV
* net charge: +1
* energy: -7258.4029 eV
* HOMO-LUMO gap (spin up / spin down): 5.3 / 8.0 eV
* LUMO energy (spin up / spin down): -3.867 / -6.969 eV
* HOMO energy (spin up / spin down): -9.18 / -14.97 eV
* molar mass: 85.13 g/mol

Mulliken atomic charge list, values in e, 8 entries: number 1, C, carries -0.96; number 2, C, carries -0.38; number 3, C, carries -1.03; number 4, C, carries 0.61; number 5, N, carries -0.40; number 6, N, carries -0.18; number 7, H, carries 0.39; number 8, H, carries 0.46



Entry 2:
Entry from OMol25: a molecular structure, C37H25CdCl4GeN5O6S at a distorted geometry (the ωB97M-V functional and the def2-TZVPD basis).

Atoms and positions in Å:
Cd (0.1538, 0.7234, -0.8159)
O (-0.5965, -3.2781, 0.9016)
S (-1.2188, -2.1607, 0.1722)
O (-1.2587, -1.3889, -2.5952)
N (-0.6738, -0.7006, 0.7414)
C (-0.2140, -0.5335, 1.9910)
C (-0.5729, -1.3362, 3.0762)
C (-0.0535, -1.1166, 4.3441)
C (0.8265, -0.0906, 4.5980)
C (1.2358, 0.7435, 3.5468)
C (2.1633, 1.7940, 3.7165)
C (2.5909, 2.5080, 2.6299)
C (2.0533, 2.2049, 1.3706)
N (1.1532, 1.2671, 1.1896)
C (0.7341, 0.5280, 2.2315)
C (-2.9526, -2.2455, 0.8029)
C (-3.7091, -1.1546, 1.1841)
C (-5.0302, -1.3472, 1.5609)
C (-5.5826, -2.6179, 1.5610)
C (-4.8209, -3.7083, 1.1718)
C (-3.5104, -3.5134, 0.7735)
H (-1.2646, -2.1499, 2.9211)
H (-0.3489, -1.7748, 5.1482)
H (1.2388, 0.0669, 5.5839)
H (2.5343, 2.0067, 4.7113)
H (3.3354, 3.2851, 2.7232)
H (2.3719, 2.7452, 0.4874)
H (-3.2600, -0.1713, 1.1910)
H (-5.6357, -0.4998, 1.8503)
H (-6.6114, -2.7621, 1.8629)
H (-5.2498, -4.7013, 1.1743)
H (-2.8965, -4.3426, 0.4545)
O (5.2957, 2.3491, -3.9347)
C (5.4488, 1.0638, -3.7218)
O (6.3273, 0.4203, -4.2503)
C (4.5282, 0.4202, -2.7414)
C (4.7601, -0.8206, -2.1624)
Cl (6.0409, -1.8557, -2.5578)
N (3.7672, -1.0722, -1.2662)
N (2.8818, -0.0594, -1.2857)
C (3.3146, 0.8455, -2.1454)
C (2.5519, 2.1372, -2.3358)
O (3.1773, 3.1265, -2.7385)
O (1.3301, 2.1163, -2.0527)
C (3.6393, -2.0729, -0.2778)
C (4.6492, -2.9878, 0.0028)
C (4.4873, -3.8961, 1.0353)
C (3.3380, -3.8968, 1.8080)
C (2.3322, -2.9849, 1.5295)
C (2.4764, -2.0862, 0.4893)
H (4.4762, 2.7441, -3.4709)
H (5.5583, -2.9977, -0.5708)
H (5.2791, -4.6037, 1.2374)
H (3.2259, -4.6036, 2.6197)
H (1.4195, -2.9758, 2.1070)
H (1.6854, -1.3849, 0.2647)
C (-1.4350, 5.1753, 0.3803)
C (-2.8045, 5.0197, 0.2338)
C (-3.2923, 3.8225, -0.2480)
C (-2.3987, 2.7893, -0.5469)
N (-1.0859, 2.9321, -0.3383)
C (-0.6228, 4.0905, 0.0915)
C (-2.8375, 1.5118, -1.1177)
C (-4.1899, 1.1609, -1.2114)
C (-4.5615, -0.0190, -1.8187)
C (-3.6077, -0.8922, -2.3173)
C (-2.2674, -0.5723, -2.1727)
C (-1.8784, 0.6235, -1.5884)
H (-1.0105, 6.1037, 0.7275)
H (-3.4813, 5.8229, 0.4832)
H (-4.3516, 3.6984, -0.4016)
H (0.4506, 4.1546, 0.2068)
H (-4.9484, 1.8110, -0.8024)
H (-5.6079, -0.2706, -1.8986)
H (-3.8929, -1.8056, -2.8195)
H (-1.6058, -2.1351, -3.1028)
Cl (-2.3753, 1.3504, -4.8763)
Ge (-0.2461, 0.9898, -4.0529)
Cl (0.2431, -0.9166, -5.2370)
Cl (0.8865, 2.3511, -5.4147)

Forces on atoms 1 to 6 (eV/Å):
Cd 0.1873 0.2828 0.0446
O 0.4844 -0.8957 0.2109
S -0.7055 0.6947 0.8928
O -0.1427 0.0693 -0.5556
N -0.1348 -0.5225 -1.0712
C -0.0903 -0.3969 1.0653

Output
* 2S+1: 2
* ΔE to the lowest compared entry with this formula, charge and spin: 1.840 eV
* net charge: -1
* energy: -180521.4080 eV
* HOMO-LUMO gap (spin up / spin down): 7.3 / 5.2 eV
* LUMO energy (spin up / spin down): 1.993 / -0.065 eV
* HOMO energy (spin up / spin down): -5.29 / -5.28 eV
* molar mass: 994.54 g/mol

Mulliken atomic charge list, values in e, 8 entries: number 1, Cd, carries 2.20; number 2, O, carries -0.60; number 3, S, carries 0.38; number 4, O, carries -0.34; number 5, N, carries 0.14; number 6, C, carries -0.56; number 7, C, carries -0.48; number 8, C, carries -0.93



Entry 3:
Entry from OMol25: 2 unconnected molecules or ions with the total composition C4H3O2S at a distorted geometry (the ωB97M-V functional and the def2-TZVPD basis).

Atoms and positions in Å:
C (0.0103, -0.0271, 1.6760)
C (0.4997, -0.6227, 0.6288)
C (-0.0898, -0.9771, -0.6617)
C (-0.2616, 0.8668, -1.5839)
O (-1.4673, 0.9308, -1.5802)
O (-0.5741, -1.9751, -1.1265)
S (0.8418, 2.0335, -2.1524)
H (0.5020, 0.5401, 2.3218)
H (-1.0946, -0.0399, 1.8098)
H (1.6335, -0.7291, 0.6684)

Forces on atoms 1 to 6 (eV/Å):
C -5.0193 -1.4623 -1.2863
C 3.1941 -1.2831 -0.5442
C 0.1719 1.5481 -1.4181
C -1.2328 -1.0638 0.2211
O 0.1953 -0.1024 0.1239
O 0.3627 0.7015 0.5775

Output
* ΔE to the lowest compared entry with this formula, charge and spin: 1.718 eV
* net charge: -1
* energy: -19125.4541 eV
* HOMO-LUMO gap: 7.0 eV
* LUMO energy: 3.793 eV
* HOMO energy: -3.25 eV
* molar mass: 115.13 g/mol

Mulliken atomic charge list, values in e, 8 entries: number 1, C, carries -0.59; number 2, C, carries -0.20; number 3, C, carries 0.31; number 4, C, carries 0.24; number 5, O, carries -0.49; number 6, O, carries -0.50; number 7, S, carries -0.48; number 8, H, carries 0.34



Entry 4:
Entry from OMol25: C2HClIN in the gas phase at a distorted geometry (the ωB97M-V functional and the def2-TZVPD basis).

Atoms and positions in Å:
C (1.1514, -0.5922, -1.1514)
C (0.3725, 0.5177, -0.2597)
N (1.8727, -1.1069, -1.8786)
Cl (-0.3964, 1.6840, -1.4285)
I (1.8806, 1.5167, 0.9340)
H (-0.3999, -0.0257, 0.1992)

Cartesian forces, eV/Å:
C -1.1671 3.0684 1.6368
C 2.4415 -1.1094 -3.3710
N -0.0135 -0.5725 -0.0988
Cl 0.3920 -0.7180 0.7658
I -0.8248 -0.5258 -0.2078
H -0.8281 -0.1428 1.2750

Output
* SMILES: N#C[C@H](Cl)I
* ΔE to the lowest compared entry with this formula, charge and spin: 0.000 eV
* energy: -24201.8880 eV
* HOMO-LUMO gap: 9.7 eV
* LUMO energy: -0.798 eV
* HOMO energy: -10.49 eV
* molar mass: 201.39 g/mol

Taken from the Mulliken analysis, the atomic charges in e are: number 1, C, carries 0.11; number 2, C, carries -0.26; number 3, N, carries -0.32; number 4, Cl, carries -0.10; number 5, I, carries 0.21; number 6, H, carries 0.37